Record 1
{
  "formula": "C21H21NO3",
  "method": "the ωB97M-V functional and the def2-TZVPD basis",
  "symbols": ["C", "H", "H", "H", "O", "C", "C", "C", "C", "C", "C", "O", "C", "H", "H", "H", "C", "O", "N", "H", "C", "C", "C", "C", "C", "C", "C", "C", "C", "C", "C", "H", "H", "H", "H", "H", "H", "H", "C", "H", "H", "H", "H", "H", "H", "H"],
  "coordinates": [[3.797, -4.365, -1.469], [4.307, -4.648, -0.691], [4.256, -4.061, -2.287], [3.089, -5.240, -1.869], [2.980, -3.325, -1.414], [2.251, -3.371, -0.181], [2.124, -4.473, 0.594], [0.910, -4.574, 1.616], [0.276, -3.423, 1.941], [0.551, -2.121, 1.188], [1.426, -2.263, 0.366], [1.689, -1.188, -0.497], [1.268, -1.019, -2.088], [1.532, -0.037, -2.191], [0.110, -1.192, -1.977], [1.873, -1.804, -2.418], [-0.165, -0.862, 1.500], [-1.258, -1.050, 2.115], [0.191, 0.260, 1.462], [1.288, 0.273, 0.999], [-0.388, 1.404, 1.559], [-0.521, 2.103, 0.438], [0.385, 2.351, -0.468], [0.342, 2.972, -1.715], [-1.281, 3.164, -2.217], [-2.210, 3.199, -1.383], [-3.360, 3.598, -1.952], [-4.632, 3.341, -0.856], [-4.206, 2.763, 0.309], [-3.060, 2.433, 0.695], [-2.054, 2.490, -0.047], [-3.073, 1.804, 1.580], [-5.224, 2.640, 0.959], [-5.445, 3.679, -1.407], [-3.500, 3.999, -2.815], [-1.288, 3.801, -3.017], [0.925, 3.022, -2.582], [1.571, 2.196, -0.159], [0.470, 2.408, 2.541], [0.738, 1.875, 3.619], [1.517, 2.836, 2.030], [0.129, 3.342, 2.857], [-1.180, 1.165, 2.111], [-0.292, -3.276, 2.657], [0.793, -5.524, 2.253], [2.348, -5.301, 0.313]],
  "gap_ev": 6.90,
  "smiles": "COc1cccc(C(=O)N[C@@H](C)c2cccc3ccccc23)c1OC",
  "charge": 0,
  "de_lowest_ev": 20.406,
  "lumo_ev": -0.481
}

Record 2
{
  "formula": "C21H21O16SSi",
  "method": "the ωB97M-V functional and the def2-TZVPD basis",
  "symbols": ["C", "Si", "C", "C", "O", "S", "O", "O", "O", "H", "H", "H", "H", "H", "H", "H", "H", "H", "C", "C", "C", "O", "C", "C", "C", "O", "O", "O", "H", "H", "H", "H", "C", "C", "C", "O", "C", "C", "C", "O", "O", "O", "H", "H", "H", "H", "C", "C", "C", "O", "C", "C", "C", "O", "O", "O", "H", "H", "H", "H"],
  "coordinates": [[-0.587, 2.863, 3.473], [-0.921, 1.533, 2.075], [-1.940, 2.402, 0.692], [-2.053, 0.183, 2.942], [0.635, 0.894, 1.570], [0.787, 0.805, -0.125], [1.117, 2.206, -0.770], [-0.363, 0.056, -0.848], [2.212, -0.150, -0.419], [-0.061, 3.805, 2.997], [0.082, 2.378, 4.334], [-1.646, 3.197, 3.908], [-1.344, 3.178, 0.048], [-2.858, 2.950, 1.216], [-2.424, 1.542, 0.021], [-3.089, 0.741, 3.140], [-2.193, -0.702, 2.186], [-1.552, -0.134, 3.959], [2.921, -4.570, 1.730], [2.493, -3.502, 1.053], [1.256, -3.556, 0.226], [0.877, -2.554, -0.369], [0.530, -4.834, 0.154], [0.960, -5.902, 0.828], [2.182, -5.840, 1.677], [2.542, -6.833, 2.299], [0.285, -7.106, 0.763], [3.184, -2.305, 1.096], [3.818, -4.544, 2.337], [-0.358, -4.864, -0.465], [0.791, -7.721, 1.337], [2.674, -1.689, 0.527], [3.849, -4.535, -4.164], [5.105, -4.627, -4.605], [6.170, -3.716, -4.101], [7.319, -3.836, -4.511], [5.790, -2.689, -3.119], [4.533, -2.595, -2.681], [3.475, -3.524, -3.164], [2.333, -3.425, -2.729], [4.169, -1.630, -1.759], [5.464, -5.573, -5.548], [3.065, -5.192, -4.520], [6.570, -2.022, -2.774], [3.210, -1.770, -1.601], [6.424, -5.438, -5.701], [-4.192, 6.463, 1.315], [-4.621, 7.531, 0.638], [-5.858, 7.477, -0.188], [-6.237, 8.479, -0.784], [-6.584, 6.199, -0.261], [-6.153, 5.131, 0.414], [-4.932, 5.193, 1.262], [-4.571, 4.200, 1.885], [-6.829, 3.927, 0.348], [-3.929, 8.728, 0.682], [-3.296, 6.489, 1.922], [-7.471, 6.169, -0.879], [-6.322, 3.312, 0.922], [-4.440, 9.344, 0.112]],
  "gap_ev": 5.37,
  "charge": -1,
  "lumo_ev": -0.307
}

Record 3
{
  "formula": "C21H21O7",
  "method": "the ωB97M-V functional and the def2-TZVPD basis",
  "symbols": ["C", "O", "C", "C", "C", "C", "C", "C", "C", "O", "O", "C", "C", "C", "O", "C", "O", "C", "C", "H", "H", "H", "H", "H", "H", "H", "H", "H", "H", "H", "H", "H", "H", "C", "O", "C", "C", "C", "C", "C", "O", "C", "H", "H", "H", "H", "H", "H", "H"],
  "coordinates": [[-6.283, -2.842, 1.201], [-5.783, -1.503, 1.585], [-4.571, -1.007, 1.196], [-4.291, 0.325, 1.588], [-3.074, 0.923, 1.331], [-2.022, 0.169, 0.834], [-0.629, 0.783, 0.838], [0.404, -0.279, 0.967], [1.763, 0.266, 1.039], [1.986, 1.462, 0.941], [2.804, -0.585, 1.313], [2.497, -2.012, 1.317], [2.249, -2.538, -0.081], [3.688, -2.711, 1.983], [1.360, -2.189, 2.205], [0.245, -1.400, 1.938], [-0.730, -1.640, 2.611], [-2.278, -1.136, 0.372], [-3.530, -1.734, 0.557], [-7.294, -2.802, 1.619], [-6.313, -2.971, 0.107], [-5.702, -3.642, 1.685], [-5.078, 0.821, 2.145], [-2.936, 1.968, 1.534], [-0.455, 1.754, 1.558], [1.354, -2.113, -0.552], [3.133, -2.264, -0.660], [2.149, -3.623, 0.013], [3.796, -2.361, 3.012], [3.462, -3.775, 1.959], [4.560, -2.453, 1.379], [-1.506, -1.700, -0.116], [-3.673, -2.800, 0.286], [4.062, 2.176, -4.119], [3.068, 1.667, -3.222], [2.143, 2.366, -2.508], [2.022, 3.802, -2.460], [1.110, 4.295, -1.494], [0.208, 3.477, -0.802], [0.220, 2.042, -0.996], [-0.686, 1.203, -0.533], [1.197, 1.549, -1.849], [4.465, 1.345, -4.697], [3.649, 2.891, -4.818], [4.896, 2.618, -3.569], [2.579, 4.447, -3.199], [1.054, 5.386, -1.330], [-0.516, 3.894, -0.084], [1.229, 0.453, -2.026]],
  "gap_ev": 6.92,
  "smiles": "COc1ccc([C@H](Oc2cccc(OC)c2)C2=C([O-])OC(C)(C)OC2=O)cc1",
  "charge": -1,
  "de_lowest_ev": 0.837,
  "lumo_ev": 2.843
}

Record 4
{
  "formula": "C21H22AlINO12",
  "method": "the ωB97M-V functional and the def2-TZVPD basis",
  "symbols": ["C", "C", "C", "I", "Al", "N", "H", "H", "H", "H", "H", "H", "H", "H", "H", "H", "C", "C", "C", "O", "C", "C", "C", "O", "O", "O", "H", "H", "H", "H", "C", "C", "C", "O", "C", "C", "C", "O", "O", "O", "H", "H", "H", "H", "C", "C", "C", "O", "C", "C", "C", "O", "O", "O", "H", "H", "H", "H"],
  "coordinates": [[-0.343, -1.519, -0.964], [1.309, -1.301, -0.872], [1.831, -1.133, -2.418], [4.029, -1.021, -2.589], [1.101, 0.719, -3.056], [2.066, 2.029, -1.960], [-0.778, -2.029, -0.005], [-0.493, -2.299, -1.855], [-0.863, -0.499, -1.212], [1.508, -0.333, -0.208], [1.831, -2.249, -0.426], [1.469, -1.964, -3.157], [-0.476, 0.842, -2.919], [1.446, 0.859, -4.595], [1.717, 2.988, -2.189], [1.853, 1.747, -0.978], [1.250, 6.415, 2.248], [0.475, 5.998, 1.245], [0.966, 5.009, 0.247], [0.225, 4.631, -0.653], [2.348, 4.522, 0.382], [3.124, 4.941, 1.383], [2.623, 5.909, 2.397], [3.354, 6.262, 3.317], [4.425, 4.490, 1.515], [-0.817, 6.471, 1.098], [0.904, 7.132, 2.983], [2.699, 3.817, -0.361], [4.777, 4.937, 2.315], [-1.170, 6.019, 0.301], [-1.091, 1.598, 2.490], [-1.834, 1.331, 3.566], [-1.321, 0.467, 4.665], [-2.020, 0.255, 5.650], [0.024, -0.109, 4.518], [0.766, 0.155, 3.441], [0.263, 1.041, 2.355], [0.975, 1.281, 1.385], [2.030, -0.385, 3.295], [-3.110, 1.849, 3.699], [-1.451, 2.226, 1.685], [0.378, -0.750, 5.316], [2.362, -0.044, 2.435], [-3.439, 1.513, 4.561], [-3.362, -6.420, -3.712], [-2.512, -5.466, -4.097], [-1.573, -4.831, -3.131], [-0.790, -3.971, -3.519], [-1.628, -5.267, -1.727], [-2.481, -6.219, -1.342], [-3.400, -6.873, -2.312], [-4.160, -7.757, -1.932], [-2.540, -6.631, -0.023], [-2.472, -5.034, -5.409], [-4.048, -6.892, -4.403], [-0.952, -4.785, -1.033], [-3.232, -7.328, 0.001], [-1.776, -4.342, -5.435]],
  "gap_ev": 4.61,
  "charge": -1,
  "de_lowest_ev": 2.268,
  "lumo_ev": 0.042
}

Record 5
{
  "formula": "C21H22BrClF4N2O2P2Ru",
  "method": "the ωB97M-V functional and the def2-TZVPD basis",
  "symbols": ["Ru", "F", "C", "C", "F", "C", "F", "C", "P", "C", "C", "C", "C", "C", "C", "C", "C", "C", "C", "C", "C", "C", "Br", "C", "F", "H", "H", "H", "H", "H", "H", "H", "H", "H", "H", "N", "C", "P", "O", "O", "C", "N", "H", "H", "H", "H", "H", "H", "H", "H", "H", "H", "Cl", "C", "H", "H"],
  "coordinates": [[0.180, -0.345, -0.095], [3.843, 5.774, -0.549], [3.564, 4.505, -0.500], [4.560, 3.557, -0.693], [5.792, 3.924, -0.925], [4.232, 2.210, -0.633], [5.214, 1.319, -0.796], [2.936, 1.765, -0.392], [2.614, 0.000, -0.136], [3.594, -0.795, -1.468], [3.392, -0.371, -2.802], [4.184, -0.886, -3.789], [5.197, -1.856, -3.463], [5.385, -2.300, -2.136], [4.588, -1.791, -1.153], [3.231, -0.488, 1.465], [2.302, -0.998, 2.378], [2.693, -1.322, 3.665], [4.019, -1.141, 4.041], [4.949, -0.636, 3.137], [4.563, -0.303, 1.849], [1.961, 2.744, -0.204], [0.140, 2.306, 0.143], [2.256, 4.090, -0.252], [1.313, 4.991, -0.069], [2.647, 0.379, -3.036], [4.069, -0.565, -4.817], [5.822, -2.253, -4.256], [6.149, -3.032, -1.910], [4.715, -2.111, -0.127], [1.264, -1.172, 2.081], [1.979, -1.722, 4.372], [4.331, -1.395, 5.045], [5.978, -0.497, 3.440], [5.296, 0.103, 1.163], [-4.810, 1.549, -1.676], [-4.286, 0.177, -1.325], [-3.244, 0.311, 0.207], [-3.301, 1.745, 0.613], [-1.903, -0.361, -0.090], [-4.048, -0.637, 1.587], [-4.591, 0.340, 2.601], [-5.830, 1.573, -1.760], [-4.440, 1.889, -2.567], [-4.517, 2.217, -0.938], [-3.692, -0.205, -2.152], [-5.129, -0.498, -1.188], [-3.302, -1.267, 2.068], [-4.853, -1.286, 1.245], [-4.294, 1.297, 2.335], [-4.245, 0.150, 3.546], [-5.613, 0.322, 2.661], [1.780, -3.299, -0.394], [0.455, -2.245, -0.731], [-0.459, -2.649, -0.271], [0.325, -2.092, -1.812]],
  "gap_ev": [7.63, 4.77],
  "multiplicity": 5,
  "charge": 4,
  "de_lowest_ev": 0.566,
  "lumo_ev": [-11.906, -14.757]
}

Record 6
{
  "formula": "C21H22BrFN2O2",
  "method": "the ωB97M-V functional and the def2-TZVPD basis",
  "symbols": ["C", "C", "H", "H", "C", "C", "O", "C", "C", "C", "C", "N", "C", "H", "C", "N", "C", "O", "C", "C", "C", "C", "C", "C", "H", "H", "H", "H", "Br", "C", "H", "C", "H", "H", "H", "H", "H", "H", "C", "C", "H", "F", "H", "H", "H", "H", "H", "H", "H"],
  "coordinates": [[-4.905, -3.303, 0.394], [-5.477, -2.170, 1.055], [-6.327, -1.716, 0.454], [-5.936, -2.550, 1.998], [-4.645, -1.171, 1.130], [-4.420, -0.333, 0.050], [-5.116, -0.514, -0.841], [-3.218, 0.685, -0.099], [-2.565, 1.066, 1.083], [-1.350, 1.792, 1.103], [-0.925, 2.503, -0.086], [0.161, 3.195, -0.293], [1.277, 2.611, -1.319], [0.828, 2.787, -2.154], [1.983, 1.467, -0.954], [1.746, 1.205, 0.712], [1.326, -0.052, 1.170], [0.954, -0.042, 2.373], [1.205, -0.940, 0.117], [2.142, -1.722, -0.214], [1.926, -2.895, -1.209], [0.563, -3.205, -1.245], [-0.405, -2.486, -0.833], [-0.252, -1.438, 0.080], [-1.025, -0.773, 0.079], [-1.323, -2.899, -1.114], [0.534, -4.357, -2.019], [2.859, -3.273, -1.535], [3.877, -1.253, 0.159], [2.024, 2.364, 1.496], [3.023, 2.882, 1.249], [0.928, 3.466, 0.892], [0.273, 3.730, 1.833], [1.453, 4.303, 0.778], [1.818, 2.017, 2.462], [3.103, 1.771, -1.022], [1.607, 0.651, -1.561], [1.953, 3.651, -0.972], [-1.634, 2.005, -1.228], [-2.850, 1.295, -1.098], [-3.181, 0.850, -1.943], [-1.390, 2.494, -2.231], [-0.980, 2.013, 2.067], [-2.889, 0.565, 2.175], [-5.219, -0.212, 1.904], [-3.584, -1.420, 1.712], [-4.550, -3.077, -0.630], [-3.956, -3.812, 0.898], [-5.621, -4.039, 0.073]],
  "gap_ev": 7.66,
  "charge": 0,
  "de_lowest_ev": 15.333,
  "lumo_ev": -0.163
}

Record 7
{
  "formula": "C21H22BrIrN2O6S2",
  "method": "the ωB97M-V functional and the def2-TZVPD basis",
  "symbols": ["Ir", "O", "N", "C", "C", "C", "C", "C", "S", "H", "H", "H", "H", "C", "C", "C", "C", "C", "C", "C", "C", "C", "C", "O", "O", "H", "H", "H", "H", "H", "H", "H", "H", "H", "H", "H", "C", "S", "O", "O", "O", "H", "H", "H", "Br", "C", "C", "C", "C", "N", "C", "H", "H", "H", "H"],
  "coordinates": [[0.091, -0.590, 1.334], [2.291, -0.463, 1.548], [2.881, -0.437, 2.729], [4.230, -0.464, 2.757], [4.917, -0.396, 3.938], [4.205, -0.301, 5.133], [2.832, -0.296, 5.090], [2.161, -0.369, 3.866], [0.447, -0.368, 3.777], [4.702, -0.531, 1.789], [5.996, -0.414, 3.923], [4.724, -0.230, 6.079], [2.229, -0.232, 5.985], [-0.827, 0.102, -5.307], [-0.526, 0.692, -3.967], [-1.433, 1.565, -3.358], [-1.152, 2.165, -2.147], [-2.065, 3.196, -1.565], [0.033, 1.760, -1.501], [1.021, 0.963, -2.116], [2.339, 0.680, -1.465], [0.691, 0.405, -3.332], [0.278, 2.278, -0.065], [0.677, 3.427, -0.203], [0.043, 1.592, 0.952], [-1.637, 0.632, -5.803], [-1.133, -0.939, -5.176], [0.054, 0.109, -5.948], [-2.355, 1.820, -3.865], [-3.000, 3.247, -2.116], [-1.582, 4.174, -1.608], [-2.285, 2.994, -0.516], [2.687, 1.534, -0.884], [3.090, 0.430, -2.212], [2.252, -0.164, -0.779], [1.404, -0.249, -3.822], [0.845, -3.350, -1.452], [-0.406, -2.787, -0.317], [-0.691, -1.361, -0.655], [-1.546, -3.642, -0.388], [0.244, -2.750, 1.036], [0.354, -3.690, -2.359], [1.379, -4.165, -0.970], [1.508, -2.510, -1.644], [-4.836, 2.512, 0.885], [-4.025, 0.846, 1.231], [-4.752, -0.333, 1.144], [-4.104, -1.526, 1.412], [-2.757, -1.505, 1.723], [-2.066, -0.362, 1.791], [-2.685, 0.800, 1.570], [-5.801, -0.308, 0.883], [-4.628, -2.469, 1.368], [-2.218, -2.421, 1.919], [-2.096, 1.700, 1.681]],
  "gap_ev": [4.91, 2.63],
  "multiplicity": 2,
  "charge": 1,
  "de_lowest_ev": 2.939,
  "lumo_ev": [-4.973, -7.240]
}

Record 8
{
  "formula": "C21H22F32N3O5S",
  "method": "the ωB97M-V functional and the def2-TZVPD basis",
  "symbols": ["N", "C", "N", "O", "N", "S", "H", "H", "H", "H", "H", "H", "C", "C", "C", "F", "F", "F", "F", "O", "C", "C", "F", "F", "F", "F", "H", "H", "H", "H", "C", "C", "C", "F", "F", "F", "F", "O", "C", "C", "F", "F", "F", "F", "H", "H", "H", "H", "C", "C", "C", "F", "F", "F", "F", "O", "C", "C", "F", "F", "F", "F", "H", "H", "H", "H", "C", "C", "C", "F", "F", "F", "F", "O", "C", "C", "F", "F", "F", "F", "H", "H", "H", "H"],
  "coordinates": [[-4.098, -4.856, 1.344], [-2.785, -4.888, 1.469], [-2.331, -4.442, 2.673], [-1.185, -5.103, 3.167], [-2.031, -5.295, 0.383], [-0.849, -4.077, -0.030], [-4.696, -5.149, 2.105], [-4.522, -4.536, 0.482], [-2.079, -3.450, 2.647], [-1.204, -6.008, 2.835], [-1.619, -6.222, 0.417], [0.145, -4.440, 0.796], [4.677, -0.670, 0.218], [4.984, -2.088, -0.288], [4.592, -2.413, -1.731], [3.256, -2.312, -1.898], [4.949, -3.687, -2.006], [4.462, -3.016, 0.546], [6.339, -2.203, -0.244], [3.486, -0.473, 0.966], [2.297, -0.189, 0.377], [1.248, -1.277, 0.652], [1.657, -2.497, 0.232], [0.109, -0.979, -0.020], [2.403, 0.067, -0.931], [1.794, 0.928, 0.968], [5.478, -0.460, 0.926], [4.765, 0.057, -0.590], [5.103, -1.740, -2.419], [1.037, -1.325, 1.719], [-3.709, -0.439, 4.374], [-3.923, -0.102, 5.853], [-3.255, 1.167, 6.396], [-1.915, 1.070, 6.275], [-3.564, 1.283, 7.700], [-3.596, -1.163, 6.617], [-5.265, 0.113, 5.985], [-2.706, -1.405, 4.071], [-1.404, -1.062, 3.898], [-0.464, -1.723, 4.922], [-0.815, -1.384, 6.165], [0.790, -1.289, 4.673], [-1.219, 0.254, 3.836], [-1.030, -1.562, 2.663], [-4.638, -0.917, 4.068], [-3.597, 0.465, 3.773], [-3.611, 2.051, 5.860], [-0.495, -2.812, 4.821], [-1.019, 2.810, 0.482], [-2.263, 3.071, 1.337], [-3.635, 2.812, 0.707], [-3.843, 3.615, -0.348], [-4.586, 3.062, 1.637], [-2.225, 4.302, 1.870], [-2.192, 2.168, 2.375], [-0.413, 3.923, -0.135], [-0.805, 4.383, -1.357], [-1.353, 5.819, -1.293], [-2.392, 5.881, -0.441], [-1.780, 6.167, -2.525], [-1.677, 3.557, -1.956], [0.303, 4.443, -2.142], [-0.275, 2.458, 1.194], [-1.194, 1.995, -0.224], [-3.720, 1.767, 0.394], [-0.567, 6.503, -0.967], [3.163, 1.450, -7.037], [3.993, 0.875, -5.886], [3.615, -0.512, -5.356], [2.361, -0.515, -4.867], [4.455, -0.815, -4.333], [4.042, 1.746, -4.860], [5.264, 0.726, -6.367], [2.145, 2.365, -6.693], [0.883, 1.971, -6.358], [0.508, 2.347, -4.912], [1.377, 1.801, -4.039], [-0.723, 1.853, -4.651], [0.684, 0.659, -6.583], [0.023, 2.652, -7.149], [3.875, 2.041, -7.612], [2.799, 0.659, -7.695], [3.705, -1.275, -6.131], [0.503, 3.432, -4.798]],
  "gap_ev": 7.96,
  "charge": 1,
  "lumo_ev": -5.250
}